Record 1
{
  "formula": "C26H35AgN5NbO3",
  "method": "wB97M-V/def2-TZVPD",
  "multiplicity": 1,
  "lumo_ev": -8.0057,
  "total_energy_ha": -1714.69253,
  "total_charge": 2,
  "orbital_gap_ev": 6.07,
  "elements": ["N", "C", "O", "Ag", "Nb", "N", "N", "C", "C", "C", "C", "C", "C", "C", "C", "H", "H", "H", "H", "H", "H", "H", "H", "H", "H", "H", "H", "H", "H", "H", "H", "H", "H", "C", "H", "H", "H", "C", "H", "H", "H", "O", "C", "N", "C", "C", "O", "N", "C", "C", "C", "C", "C", "C", "C", "C", "C", "C", "C", "C", "H", "H", "H", "H", "H", "H", "H", "H", "H", "H", "H"],
  "coordinates": [[1.806, -0.247, -1.443], [2.523, 0.660, -1.815], [3.253, 1.448, -2.281], [2.792, 0.394, 1.516], [0.351, -1.175, -0.430], [1.190, -2.656, 0.550], [-0.620, -1.895, -1.981], [2.313, -3.582, 0.598], [-0.284, -2.117, -3.395], [2.618, -4.022, 2.032], [1.948, -4.819, -0.219], [3.543, -2.899, 0.021], [-0.327, -0.766, -4.095], [-1.263, -3.075, -4.065], [1.121, -2.697, -3.497], [2.811, -3.161, 2.680], [3.519, -4.647, 2.009], [1.813, -4.627, 2.459], [1.055, -5.301, 0.191], [2.773, -5.540, -0.179], [1.756, -4.561, -1.266], [3.366, -2.492, -0.983], [4.350, -3.644, -0.038], [3.883, -2.086, 0.680], [-1.316, -0.308, -3.989], [-0.112, -0.908, -5.161], [0.421, -0.090, -3.667], [-2.266, -2.644, -4.140], [-1.304, -4.026, -3.525], [-0.899, -3.267, -5.082], [1.378, -2.798, -4.560], [1.164, -3.686, -3.024], [1.867, -2.042, -3.033], [0.034, -3.027, 1.396], [-0.822, -2.342, 1.215], [-0.321, -4.048, 1.199], [0.307, -2.935, 2.454], [-2.050, -1.899, -1.621], [-2.171, -1.548, -0.580], [-2.638, -1.226, -2.266], [-2.472, -2.914, -1.689], [0.837, -0.220, 2.634], [0.073, 0.613, 2.047], [-0.264, 1.844, 2.487], [-0.922, 2.650, 1.449], [-0.850, 1.691, 0.245], [-1.111, 1.900, -0.949], [-0.321, 0.492, 0.703], [-2.344, 2.934, 1.913], [-3.444, 2.499, 1.175], [-4.732, 2.791, 1.638], [-4.914, 3.483, 2.839], [-3.800, 3.889, 3.586], [-2.511, 3.610, 3.132], [-0.093, 3.880, 1.161], [-0.618, 5.176, 1.169], [0.252, 6.256, 0.962], [1.613, 6.032, 0.724], [2.114, 4.728, 0.704], [1.260, 3.648, 0.920], [-0.189, 2.118, 3.472], [-3.300, 1.990, 0.211], [-5.587, 2.464, 1.053], [-5.917, 3.701, 3.203], [-3.918, 4.422, 4.529], [-1.637, 3.976, 3.696], [-1.693, 5.328, 1.351], [-0.166, 7.258, 0.988], [2.264, 6.890, 0.550], [3.172, 4.553, 0.517], [1.658, 2.617, 0.911]]
}


Record 2
{
  "formula": "C26H35Cl33O3S",
  "method": "wB97M-V/def2-TZVPD",
  "multiplicity": 1,
  "lumo_ev": 0.3279,
  "total_energy_ha": -16821.84340,
  "orbital_gap_ev": 9.24,
  "elements": ["C", "C", "C", "C", "C", "C", "C", "O", "S", "O", "O", "C", "C", "C", "C", "C", "C", "C", "C", "H", "H", "H", "H", "H", "H", "H", "H", "H", "H", "H", "H", "H", "H", "H", "H", "H", "H", "H", "H", "H", "H", "H", "H", "C", "Cl", "Cl", "Cl", "H", "C", "Cl", "Cl", "Cl", "H", "C", "Cl", "Cl", "Cl", "H", "C", "Cl", "Cl", "Cl", "H", "C", "Cl", "Cl", "Cl", "H", "C", "Cl", "Cl", "Cl", "H", "C", "Cl", "Cl", "Cl", "H", "C", "Cl", "Cl", "Cl", "H", "C", "Cl", "Cl", "Cl", "H", "C", "Cl", "Cl", "Cl", "H", "C", "Cl", "Cl", "Cl", "H"],
  "coordinates": [[5.157, 2.026, 0.618], [4.552, 0.656, 0.380], [3.363, 0.384, 1.319], [2.348, -0.510, 0.631], [1.392, -1.235, 1.597], [-0.084, -0.837, 1.396], [-1.022, -2.032, 1.352], [-2.193, -1.774, 0.546], [-3.395, -1.209, 1.467], [-3.117, 0.199, 1.702], [-4.459, -1.277, 0.237], [-5.824, -1.135, 0.674], [-6.245, 0.269, 0.975], [-6.686, 1.143, -0.039], [-7.073, 2.462, 0.289], [-7.020, 2.937, 1.612], [-6.573, 2.077, 2.646], [-6.465, 2.515, 4.075], [-6.209, 0.752, 2.307], [5.977, 2.215, -0.062], [5.530, 2.120, 1.632], [4.403, 2.779, 0.430], [5.275, -0.136, 0.522], [4.168, 0.627, -0.634], [3.756, -0.087, 2.211], [2.935, 1.347, 1.569], [1.799, 0.101, -0.071], [2.886, -1.262, 0.066], [1.683, -0.947, 2.597], [1.472, -2.309, 1.486], [-0.382, -0.245, 2.251], [-0.240, -0.188, 0.549], [-1.370, -2.214, 2.364], [-0.512, -2.902, 0.967], [-6.000, -1.756, 1.550], [-6.444, -1.542, -0.113], [-6.735, 0.782, -1.052], [-7.413, 3.132, -0.487], [-7.326, 3.945, 1.832], [-5.519, 2.999, 4.279], [-7.268, 3.179, 4.372], [-6.516, 1.640, 4.711], [-5.867, 0.089, 3.088], [-9.186, -2.305, -1.635], [-10.605, -1.265, -1.583], [-7.761, -1.530, -2.384], [-8.783, -2.836, -0.003], [-9.426, -3.185, -2.227], [8.146, 3.649, 2.953], [9.724, 3.320, 2.233], [7.170, 4.636, 1.869], [7.323, 2.142, 3.380], [8.304, 4.212, 3.862], [6.766, -3.020, 3.934], [8.144, -2.769, 2.870], [6.399, -1.553, 4.847], [5.360, -3.558, 3.017], [7.021, -3.798, 4.640], [6.315, 8.582, 0.062], [7.780, 8.893, 0.994], [6.515, 7.161, -0.962], [4.923, 8.394, 1.128], [6.136, 9.435, -0.578], [9.378, -4.118, -0.836], [8.226, -2.790, -0.702], [10.903, -3.678, -0.073], [8.726, -5.589, -0.107], [9.554, -4.313, -1.885], [-3.698, -2.539, -3.026], [-1.967, -2.373, -3.313], [-4.620, -2.078, -4.462], [-4.100, -4.189, -2.540], [-3.975, -1.873, -2.219], [-10.233, 0.920, -5.658], [-9.344, 1.286, -7.136], [-11.716, 0.025, -6.025], [-9.234, 0.016, -4.522], [-10.514, 1.855, -5.193], [-8.368, -6.416, -2.374], [-9.847, -5.450, -2.278], [-7.093, -5.474, -3.141], [-7.879, -6.972, -0.776], [-8.572, -7.283, -2.987], [12.525, 0.179, 1.575], [12.781, 0.790, -0.060], [10.915, -0.502, 1.760], [13.764, -1.011, 1.999], [12.616, 1.013, 2.257], [14.403, 3.293, 3.026], [15.140, 4.726, 2.317], [14.866, 3.114, 4.716], [12.640, 3.352, 2.866], [14.763, 2.427, 2.485], [-11.830, -1.466, -9.516], [-10.086, -1.704, -9.549], [-12.427, -0.947, -11.093], [-12.656, -2.932, -8.985], [-12.045, -0.683, -8.800]]
}


Record 3
{
  "formula": "C26H35N3O5",
  "method": "wB97M-V/def2-TZVPD",
  "multiplicity": 1,
  "relative_energy_kcal_mol": 3.40,
  "lumo_ev": 0.6648,
  "total_energy_ha": -1552.30589,
  "smiles": "COc1ccc2c3c([nH]c2c1)[C@H](CC(C)C)N1C(=O)[C@H](CCC(=O)OC(C)(C)C)NC(=O)[C@@H]1C3",
  "orbital_gap_ev": 8.15,
  "elements": ["C", "O", "C", "C", "C", "C", "C", "C", "N", "C", "C", "C", "C", "C", "C", "C", "N", "C", "O", "C", "C", "C", "C", "O", "O", "C", "C", "C", "C", "N", "C", "O", "C", "C", "H", "H", "H", "H", "H", "H", "H", "H", "H", "H", "H", "H", "H", "H", "H", "H", "H", "H", "H", "H", "H", "H", "H", "H", "H", "H", "H", "H", "H", "H", "H", "H", "H", "H", "H"],
  "coordinates": [[8.640, 1.396, -0.263], [7.807, 0.276, -0.100], [6.453, 0.464, -0.047], [5.826, 1.715, -0.143], [4.455, 1.834, -0.081], [3.679, 0.691, 0.081], [2.281, 0.431, 0.182], [2.131, -0.914, 0.331], [3.360, -1.528, 0.330], [4.324, -0.570, 0.175], [5.701, -0.693, 0.112], [0.833, -1.618, 0.465], [0.402, -2.315, -0.844], [0.271, -1.416, -2.080], [0.423, -2.267, -3.341], [-1.070, -0.687, -2.121], [-0.195, -0.697, 0.964], [-1.241, -1.285, 1.575], [-1.359, -2.492, 1.680], [-2.280, -0.326, 2.168], [-3.658, -0.986, 2.291], [-4.169, -1.633, 1.003], [-4.473, -0.725, -0.174], [-4.387, -1.102, -1.313], [-4.891, 0.480, 0.212], [-5.317, 1.487, -0.755], [-5.650, 2.706, 0.106], [-4.193, 1.818, -1.733], [-6.560, 0.984, -1.486], [-2.364, 0.887, 1.397], [-1.316, 1.468, 0.804], [-1.406, 2.474, 0.131], [0.007, 0.745, 1.081], [1.092, 1.321, 0.163], [8.440, 1.915, -1.206], [9.657, 1.006, -0.277], [8.537, 2.101, 0.569], [6.419, 2.607, -0.268], [3.990, 2.805, -0.159], [3.523, -2.515, 0.423], [6.199, -1.646, 0.183], [0.916, -2.416, 1.220], [-0.544, -2.825, -0.659], [1.157, -3.079, -1.045], [1.082, -0.680, -2.066], [0.318, -1.649, -4.230], [1.399, -2.746, -3.372], [-0.343, -3.039, -3.369], [-1.199, -0.034, -1.264], [-1.894, -1.398, -2.131], [-1.137, -0.076, -3.018], [-1.925, -0.083, 3.187], [-3.578, -1.774, 3.041], [-4.370, -0.239, 2.647], [-3.462, -2.389, 0.661], [-5.108, -2.148, 1.227], [-4.750, 3.099, 0.573], [-6.362, 2.436, 0.882], [-6.084, 3.485, -0.514], [-3.305, 2.160, -1.205], [-3.936, 0.947, -2.329], [-4.524, 2.612, -2.398], [-6.933, 1.760, -2.149], [-7.339, 0.725, -0.771], [-6.318, 0.105, -2.078], [-3.290, 1.258, 1.218], [0.285, 0.966, 2.127], [1.335, 2.326, 0.508], [0.691, 1.417, -0.850]]
}


Please write out number 1 again, unchanged.
{
  "formula": "C26H35AgN5NbO3",
  "method": "wB97M-V/def2-TZVPD",
  "multiplicity": 1,
  "lumo_ev": -8.0057,
  "total_energy_ha": -1714.69253,
  "total_charge": 2,
  "orbital_gap_ev": 6.07,
  "elements": ["N", "C", "O", "Ag", "Nb", "N", "N", "C", "C", "C", "C", "C", "C", "C", "C", "H", "H", "H", "H", "H", "H", "H", "H", "H", "H", "H", "H", "H", "H", "H", "H", "H", "H", "C", "H", "H", "H", "C", "H", "H", "H", "O", "C", "N", "C", "C", "O", "N", "C", "C", "C", "C", "C", "C", "C", "C", "C", "C", "C", "C", "H", "H", "H", "H", "H", "H", "H", "H", "H", "H", "H"],
  "coordinates": [[1.806, -0.247, -1.443], [2.523, 0.660, -1.815], [3.253, 1.448, -2.281], [2.792, 0.394, 1.516], [0.351, -1.175, -0.430], [1.190, -2.656, 0.550], [-0.620, -1.895, -1.981], [2.313, -3.582, 0.598], [-0.284, -2.117, -3.395], [2.618, -4.022, 2.032], [1.948, -4.819, -0.219], [3.543, -2.899, 0.021], [-0.327, -0.766, -4.095], [-1.263, -3.075, -4.065], [1.121, -2.697, -3.497], [2.811, -3.161, 2.680], [3.519, -4.647, 2.009], [1.813, -4.627, 2.459], [1.055, -5.301, 0.191], [2.773, -5.540, -0.179], [1.756, -4.561, -1.266], [3.366, -2.492, -0.983], [4.350, -3.644, -0.038], [3.883, -2.086, 0.680], [-1.316, -0.308, -3.989], [-0.112, -0.908, -5.161], [0.421, -0.090, -3.667], [-2.266, -2.644, -4.140], [-1.304, -4.026, -3.525], [-0.899, -3.267, -5.082], [1.378, -2.798, -4.560], [1.164, -3.686, -3.024], [1.867, -2.042, -3.033], [0.034, -3.027, 1.396], [-0.822, -2.342, 1.215], [-0.321, -4.048, 1.199], [0.307, -2.935, 2.454], [-2.050, -1.899, -1.621], [-2.171, -1.548, -0.580], [-2.638, -1.226, -2.266], [-2.472, -2.914, -1.689], [0.837, -0.220, 2.634], [0.073, 0.613, 2.047], [-0.264, 1.844, 2.487], [-0.922, 2.650, 1.449], [-0.850, 1.691, 0.245], [-1.111, 1.900, -0.949], [-0.321, 0.492, 0.703], [-2.344, 2.934, 1.913], [-3.444, 2.499, 1.175], [-4.732, 2.791, 1.638], [-4.914, 3.483, 2.839], [-3.800, 3.889, 3.586], [-2.511, 3.610, 3.132], [-0.093, 3.880, 1.161], [-0.618, 5.176, 1.169], [0.252, 6.256, 0.962], [1.613, 6.032, 0.724], [2.114, 4.728, 0.704], [1.260, 3.648, 0.920], [-0.189, 2.118, 3.472], [-3.300, 1.990, 0.211], [-5.587, 2.464, 1.053], [-5.917, 3.701, 3.203], [-3.918, 4.422, 4.529], [-1.637, 3.976, 3.696], [-1.693, 5.328, 1.351], [-0.166, 7.258, 0.988], [2.264, 6.890, 0.550], [3.172, 4.553, 0.517], [1.658, 2.617, 0.911]]
}


Please write out number 1 again, unchanged.
{
  "formula": "C26H35AgN5NbO3",
  "method": "wB97M-V/def2-TZVPD",
  "multiplicity": 1,
  "lumo_ev": -8.0057,
  "total_energy_ha": -1714.69253,
  "total_charge": 2,
  "orbital_gap_ev": 6.07,
  "elements": ["N", "C", "O", "Ag", "Nb", "N", "N", "C", "C", "C", "C", "C", "C", "C", "C", "H", "H", "H", "H", "H", "H", "H", "H", "H", "H", "H", "H", "H", "H", "H", "H", "H", "H", "C", "H", "H", "H", "C", "H", "H", "H", "O", "C", "N", "C", "C", "O", "N", "C", "C", "C", "C", "C", "C", "C", "C", "C", "C", "C", "C", "H", "H", "H", "H", "H", "H", "H", "H", "H", "H", "H"],
  "coordinates": [[1.806, -0.247, -1.443], [2.523, 0.660, -1.815], [3.253, 1.448, -2.281], [2.792, 0.394, 1.516], [0.351, -1.175, -0.430], [1.190, -2.656, 0.550], [-0.620, -1.895, -1.981], [2.313, -3.582, 0.598], [-0.284, -2.117, -3.395], [2.618, -4.022, 2.032], [1.948, -4.819, -0.219], [3.543, -2.899, 0.021], [-0.327, -0.766, -4.095], [-1.263, -3.075, -4.065], [1.121, -2.697, -3.497], [2.811, -3.161, 2.680], [3.519, -4.647, 2.009], [1.813, -4.627, 2.459], [1.055, -5.301, 0.191], [2.773, -5.540, -0.179], [1.756, -4.561, -1.266], [3.366, -2.492, -0.983], [4.350, -3.644, -0.038], [3.883, -2.086, 0.680], [-1.316, -0.308, -3.989], [-0.112, -0.908, -5.161], [0.421, -0.090, -3.667], [-2.266, -2.644, -4.140], [-1.304, -4.026, -3.525], [-0.899, -3.267, -5.082], [1.378, -2.798, -4.560], [1.164, -3.686, -3.024], [1.867, -2.042, -3.033], [0.034, -3.027, 1.396], [-0.822, -2.342, 1.215], [-0.321, -4.048, 1.199], [0.307, -2.935, 2.454], [-2.050, -1.899, -1.621], [-2.171, -1.548, -0.580], [-2.638, -1.226, -2.266], [-2.472, -2.914, -1.689], [0.837, -0.220, 2.634], [0.073, 0.613, 2.047], [-0.264, 1.844, 2.487], [-0.922, 2.650, 1.449], [-0.850, 1.691, 0.245], [-1.111, 1.900, -0.949], [-0.321, 0.492, 0.703], [-2.344, 2.934, 1.913], [-3.444, 2.499, 1.175], [-4.732, 2.791, 1.638], [-4.914, 3.483, 2.839], [-3.800, 3.889, 3.586], [-2.511, 3.610, 3.132], [-0.093, 3.880, 1.161], [-0.618, 5.176, 1.169], [0.252, 6.256, 0.962], [1.613, 6.032, 0.724], [2.114, 4.728, 0.704], [1.260, 3.648, 0.920], [-0.189, 2.118, 3.472], [-3.300, 1.990, 0.211], [-5.587, 2.464, 1.053], [-5.917, 3.701, 3.203], [-3.918, 4.422, 4.529], [-1.637, 3.976, 3.696], [-1.693, 5.328, 1.351], [-0.166, 7.258, 0.988], [2.264, 6.890, 0.550], [3.172, 4.553, 0.517], [1.658, 2.617, 0.911]]
}